7 unconnected molecules or ions with the total composition C34H75NO10P in a non-equilibrium geometry. Source: the Open Molecules 2025 dataset; level of theory: ωB97M-V/def2-TZVPD.

The geometry in XYZ format:
```
121
Properties=species:S:1:pos:R:3:forces:R:3
C -3.357133 -3.515154 -6.091995 -1.2 0.5 0.4
C -4.316417 -2.275994 -6.509001 0.8 -0.3 -0.1
C -3.540051 -0.873032 -6.361110 -1.1 0.3 -0.3
C -4.089034 -0.025970 -5.093589 -0.7 -0.3 -1.7
O -3.510342 -0.438292 -3.822018 1.4 1.0 1.0
C -2.583934 0.561929 -3.324043 -2.0 1.9 -3.1
C -1.367255 0.872276 -4.358861 -0.5 0.5 0.7
O -0.246814 1.305187 -3.536070 -0.8 -2.7 0.1
C 0.209858 0.046959 -2.896171 1.2 0.8 0.2
C -0.862632 -0.536945 -1.834510 2.1 0.7 3.0
C -0.262085 -0.255175 -0.367680 0.3 0.3 0.5
C 0.887652 -1.244529 0.107540 2.2 -2.8 2.2
C 2.132100 -1.680973 -0.693090 -0.1 -1.3 2.4
C 3.209941 -2.691571 -0.153077 -4.3 1.7 2.3
C 2.974664 -3.257735 1.273878 -0.7 1.6 -1.2
C 4.035341 -4.318492 1.827858 -1.4 -0.2 -0.5
C 1.768550 -2.829225 2.149891 0.5 1.4 -3.9
C 0.746088 -1.834361 1.556666 2.3 -0.9 -1.5
P -1.414929 -2.325235 -2.172182 -0.8 -2.1 -4.4
O -2.900714 -2.707025 -1.406918 1.2 1.0 0.2
O -0.190124 -3.472814 -1.879025 -2.0 1.0 1.5
N -2.127219 0.310509 -1.922907 0.3 -0.3 -0.5
H -3.538090 -3.706097 -4.978178 0.5 0.1 -1.5
H -2.249751 -3.271261 -6.239655 -1.6 -0.5 0.0
H -3.712790 -4.430107 -6.671141 0.9 1.1 0.8
H -4.658889 -2.421490 -7.592938 0.6 0.3 1.5
H -5.273668 -2.278300 -5.870903 1.5 0.0 -0.9
H -3.783532 -0.263867 -7.315426 0.4 -0.7 1.6
H -2.409823 -1.020715 -6.358267 -1.5 0.2 0.2
H -3.956023 1.095050 -5.283777 -0.3 -1.5 0.5
H -5.214862 -0.282384 -5.027124 1.8 0.7 0.0
H -3.198766 1.545109 -3.290820 1.0 -1.4 0.3
H -1.082821 -0.044705 -4.976137 -0.5 1.2 0.8
H -1.719123 1.760976 -5.006819 0.8 -1.6 1.0
H 1.148092 0.356946 -2.297475 -1.6 -0.6 -1.0
H 0.531813 -0.697868 -3.698955 -0.7 0.8 1.0
H -1.150991 -0.299890 0.372047 1.5 -0.1 -0.9
H 0.177451 0.816635 -0.306223 -0.9 -1.4 -0.3
H 2.298930 -1.302571 -1.751544 -0.3 -0.5 1.6
H 4.078371 -2.969462 -0.836083 -1.3 0.3 1.3
H 5.118604 -3.963550 1.775749 -1.6 -0.4 0.2
H 3.924182 -5.261395 1.168408 0.3 1.5 1.0
H 3.694530 -4.625527 2.874540 0.9 0.5 -1.3
H 1.653103 -3.281426 3.196132 0.1 0.9 -1.8
H -0.144614 -1.516496 2.212599 1.5 -0.5 -1.2
H -3.574530 -2.595844 -2.128780 1.0 -0.3 0.7
H -0.578845 -4.351982 -1.629034 0.4 1.0 -0.2
H -1.913093 1.236502 -1.493003 0.0 -0.7 -0.4
H -2.910912 -0.094861 -1.380074 0.4 -0.1 -0.2
C 3.875117 0.394756 4.186118 -0.2 0.2 0.1
C 4.398375 -0.642248 5.168167 0.3 -0.1 -0.7
C 5.871252 -0.935928 4.931814 0.2 -0.1 0.3
O 3.647407 -1.846930 5.029645 -0.3 -0.2 0.2
H 3.967366 0.037721 3.154985 0.1 0.0 0.0
H 2.812565 0.586922 4.360458 0.1 0.0 0.1
H 4.420964 1.337376 4.279044 0.0 0.0 -0.1
H 4.254633 -0.284404 6.191544 -0.1 -0.2 0.0
H 6.033376 -1.339012 3.926462 -0.1 0.2 0.0
H 6.230408 -1.690818 5.636658 0.0 0.1 0.0
H 6.477042 -0.033321 5.047359 0.0 -0.1 0.0
H 3.768839 -2.170961 4.126611 0.0 0.1 0.1
C -5.888769 3.481244 -6.851514 -0.1 -0.3 -0.1
C -5.704206 3.744640 -5.365515 0.0 0.6 -0.5
C -5.847514 5.223193 -5.043080 -0.1 0.1 0.3
O -4.409347 3.293340 -4.960265 0.4 -0.3 0.3
H -5.131430 4.010367 -7.438940 -0.1 0.1 0.1
H -5.771757 2.416030 -7.070571 -0.1 0.1 0.0
H -6.877528 3.800775 -7.188961 0.1 0.0 0.0
H -6.441097 3.171268 -4.796310 0.2 -0.1 0.1
H -5.088769 5.812681 -5.567889 -0.1 -0.1 -0.1
H -5.701113 5.399264 -3.973986 -0.1 0.0 -0.1
H -6.835093 5.594818 -5.326428 0.1 0.0 0.0
H -3.749665 3.795330 -5.458566 -0.2 0.0 0.1
C 3.303365 2.638619 -2.858805 -0.2 -0.2 -0.1
C 3.479885 2.894280 -1.369911 0.4 0.5 -0.4
C 3.336352 4.370345 -1.040327 -0.2 0.1 0.2
O 4.767896 2.440201 -0.961569 -0.1 -0.3 0.2
H 4.065258 3.168183 -3.439327 -0.1 0.1 0.1
H 3.420281 1.573919 -3.082185 0.0 0.0 0.0
H 2.315916 2.961691 -3.200190 0.1 0.0 0.0
H 2.738301 2.318955 -0.807117 0.2 -0.1 0.1
H 4.098269 4.962942 -1.557060 -0.1 -0.1 -0.1
H 3.477060 4.539565 0.030601 -0.1 -0.1 -0.1
H 2.349882 4.743984 -1.327033 0.1 0.0 0.0
H 5.430973 2.943168 -1.453265 -0.1 -0.1 0.1
C 1.719917 3.848018 2.964348 0.3 0.0 -0.1
C 0.876004 4.763664 2.091628 -0.3 -0.3 0.6
C -0.232710 5.426157 2.893724 -0.1 0.3 -0.1
O 0.302995 4.006666 1.024863 0.0 -0.1 -0.5
H 1.110683 3.043959 3.390436 -0.1 0.1 0.1
H 2.505573 3.369886 2.372534 0.0 0.1 0.0
H 2.186789 4.402372 3.782226 0.0 -0.1 0.0
H 1.511881 5.530426 1.640838 -0.1 -0.2 -0.2
H -0.909517 4.676792 3.317456 0.1 0.0 0.1
H -0.837916 6.072003 2.251794 0.1 0.0 0.1
H 0.175614 6.027844 3.709393 -0.1 -0.1 0.0
H -0.261932 3.325316 1.412774 0.1 0.2 0.1
C 6.748768 0.172005 9.910434 0.2 0.3 -0.1
C 5.969930 -0.631909 8.881145 0.0 -0.3 0.7
C 4.618077 -1.067250 9.424647 -0.3 0.0 -0.2
O 6.724179 -1.784054 8.510707 0.1 0.0 -0.3
H 6.943400 -0.425679 10.806703 -0.2 0.0 0.0
H 7.722180 0.467632 9.510019 -0.1 0.0 0.0
H 6.202989 1.072640 10.203520 0.1 -0.1 0.0
H 5.826747 -0.031917 7.977913 0.1 -0.2 0.0
H 4.738785 -1.707903 10.304145 0.1 0.1 0.0
H 4.075007 -1.653788 8.678255 0.0 0.1 0.0
H 4.007629 -0.204114 9.703011 0.0 -0.1 0.0
H 6.855831 -2.321225 9.303317 0.0 0.1 -0.1
C -5.808218 -5.341369 -0.421819 -0.2 -0.3 -0.1
C -5.620369 -5.067233 1.061862 0.4 0.4 -0.4
C -5.754655 -3.584612 1.372318 -0.2 0.1 0.3
O -4.331466 -5.521260 1.468408 0.0 -0.2 0.2
H -5.047585 -4.821254 -1.014093 0.0 0.1 0.1
H -5.697711 -6.408277 -0.632586 -0.1 0.1 0.1
H -6.795973 -5.018427 -0.761115 0.1 0.0 0.0
H -6.359918 -5.631322 1.636285 0.2 0.0 0.0
H -4.992219 -3.004124 0.841454 0.0 -0.1 -0.1
H -5.605970 -3.400856 2.439725 -0.1 -0.1 -0.1
H -6.740835 -3.208940 1.086871 0.1 0.0 0.0
H -3.669943 -5.027581 0.965499 -0.2 -0.1 0.1
```
Positions in Å, forces in eV/Å.

Results
* Kohn-Sham gap: 8.08 eV
* total charge: +1

Here are the Löwdin charges for atoms 1 to 99, given in e: C -0.118; C -0.239; C -0.162; C -0.173; O -0.152; C -0.244; C -0.087; O -0.139; C -0.127; C -0.440; C -0.147; C -0.184; C -0.025; C 0.004; C -0.214; C -0.092; C -0.024; C -0.015; P 0.980; O -0.310; O -0.276; N 0.118; H 0.059; H 0.074; H 0.076; H 0.106; H 0.106; H 0.122; H 0.095; H 0.099; H 0.141; H 0.173; H 0.132; H 0.155; H 0.121; H 0.144; H 0.127; H 0.132; H 0.080; H 0.107; H 0.088; H 0.092; H 0.079; H 0.110; H 0.100; H 0.054; H 0.088; H 0.198; H 0.181; C -0.064; C -0.494; C -0.057; O -0.064; H 0.079; H 0.074; H 0.081; H 0.125; H 0.079; H 0.077; H 0.084; H 0.055; C -0.055; C -0.491; C -0.058; O -0.093; H 0.087; H 0.072; H 0.088; H 0.141; H 0.086; H 0.082; H 0.087; H 0.095; C -0.066; C -0.504; C -0.059; O -0.052; H 0.086; H 0.073; H 0.074; H 0.126; H 0.086; H 0.073; H 0.082; H 0.091; C -0.062; C -0.502; C -0.062; O -0.078; H 0.080; H 0.073; H 0.087; H 0.136; H 0.081; H 0.081; H 0.085; H 0.076; C -0.063; C -0.507